Computed, not measured: C41H61AsClF4KN4O5S2Si3 as an isolated structure, with wB97M-V/def2-TZVPD.

```
123
Properties=species:S:1:pos:R:3:forces:R:3:mulliken_charge:R:1
As 2.706035 0.888996 2.438137 0.0 0.1 -0.1 0.348
K -0.997796 0.833045 -0.280747 0.0 0.2 -0.3 0.901
Cl 2.286516 -5.743307 -2.177655 0.0 0.0 0.0 -0.280
S -3.792739 -3.058522 -5.851887 0.0 0.0 0.0 1.184
S -1.475320 -0.578643 -3.577424 -0.1 0.1 0.1 0.103
Si 2.433332 1.501931 4.684353 0.0 -0.1 -0.1 0.446
Si 3.884815 -1.133659 2.635388 -0.1 0.1 0.1 0.228
Si 4.271023 2.392607 1.561780 -0.1 0.0 0.0 0.257
F 2.827050 1.199652 -3.612555 0.0 0.0 0.0 -0.360
F -0.971132 5.101813 -3.828162 0.0 0.0 0.0 -0.385
F 1.062529 1.339609 -1.642663 0.2 0.1 -0.2 0.361
F 0.810984 4.888824 -5.747483 0.0 0.0 0.0 -0.367
O -4.049417 -2.715437 -7.231267 0.0 0.0 0.0 -0.736
O -0.219054 -0.700766 1.440938 0.0 -0.2 0.5 -0.556
O -1.009639 -2.443365 2.632191 0.0 0.0 0.1 -0.906
O -3.359129 0.124370 -0.460869 -0.6 -0.1 0.0 0.031
O -4.795053 -3.885734 -5.214735 0.0 0.0 0.0 -0.663
N -0.964480 3.133926 -1.610085 0.1 -0.1 0.0 0.719
N -3.451904 -1.755180 -4.952303 0.0 0.0 0.0 -0.503
N -2.516437 3.058099 0.795266 0.2 0.0 -0.1 1.322
N -5.555016 -0.456996 -0.378769 0.0 -0.1 -0.1 -0.171
C 1.871247 2.156715 -3.679161 0.0 0.0 0.0 -0.004
C 2.320009 3.372169 4.882479 0.1 -0.1 0.1 -1.064
C 5.867891 2.649692 2.538849 0.0 0.1 -0.1 -1.042
C -4.483641 -2.824186 -1.741926 0.0 0.0 0.0 0.296
C -3.862926 -1.952141 0.611790 0.0 0.0 0.0 0.599
C -2.073512 4.044182 -1.508234 -0.1 0.1 0.0 -1.585
C 4.683742 1.792947 -0.167619 0.1 0.1 0.1 -0.708
C -4.463830 -3.099089 -0.225347 0.0 -0.1 0.0 -1.187
C -1.486686 3.917917 1.351155 -0.1 0.0 0.1 -0.943
C 3.798727 0.934514 5.862167 -0.1 0.1 0.1 -1.160
C -4.203578 -0.652353 -0.071733 0.1 0.1 0.1 -0.610
C 0.263066 -2.876270 0.676747 0.0 0.0 0.0 0.596
C -3.566030 2.670552 1.722100 -0.1 0.0 0.0 -1.074
C 0.278606 -4.243154 0.933237 0.0 0.0 0.0 -0.763
C 4.181994 -1.806096 0.910988 0.1 -0.1 0.1 -0.998
C -3.081602 3.561001 -0.458093 -0.1 0.0 0.0 -0.695
C 2.781710 -2.270098 3.644533 0.2 -0.1 0.0 -0.648
C 0.870185 3.986360 -4.734283 0.0 0.0 0.0 0.412
C 0.891521 -5.131424 0.062583 0.0 0.0 0.0 -0.708
C -0.392234 -1.918080 1.690643 0.2 -0.2 -0.2 -0.484
C -5.709613 -2.054045 -2.257549 0.0 0.0 0.0 -0.766
C 0.855506 -2.408556 -0.491385 0.1 0.0 0.0 0.323
C -0.068004 4.081917 -3.734052 0.0 0.0 0.0 0.295
C -5.767686 -0.587282 -1.841606 0.0 0.1 0.0 -0.629
C 5.576822 -1.079316 3.475785 -0.1 -0.1 0.0 -1.117
C 1.484247 -4.632891 -1.086304 0.0 0.0 0.0 0.357
C 1.465526 -3.282976 -1.381718 0.0 0.0 0.0 -1.033
C 1.869253 3.030135 -4.759842 0.0 0.0 0.0 -0.914
C 0.405138 -4.478301 -5.196225 0.0 0.0 0.0 -0.483
C -0.527234 3.187812 2.286325 0.0 -0.1 0.1 0.011
C 3.401620 4.053138 1.393977 0.1 0.0 -0.1 -0.849
C -3.207443 1.547642 2.694499 0.0 0.0 0.1 -0.928
C 0.948948 2.230711 -2.675358 0.0 0.0 0.1 -0.295
C -0.123007 3.184110 -2.620270 0.1 0.1 -0.1 -0.248
C 0.814706 0.717126 5.220562 0.0 0.1 0.1 -0.812
C -1.719134 -5.007907 -6.224357 0.0 0.0 0.0 -0.696
C -2.195386 -3.816565 -5.714204 0.0 0.0 0.0 -0.111
C -0.095745 -3.284142 -4.696556 0.0 0.0 0.0 -0.349
C -0.396700 -5.333845 -5.950291 0.0 0.0 0.0 -0.471
C -2.199311 -1.753507 -4.515650 0.0 0.0 -0.1 -0.274
C -1.416880 -2.962794 -4.960764 0.0 -0.1 0.0 0.474
H 2.578248 2.953505 -5.568012 0.0 0.0 0.0 0.464
H -2.778038 -2.020843 0.655321 0.0 0.0 0.0 -0.891
H 5.675557 2.852402 3.594459 0.0 0.0 0.0 0.226
H 1.930150 -2.914046 -2.286269 0.0 0.0 0.0 0.646
H -6.110838 -1.167540 0.084281 0.0 0.0 0.0 0.448
H 0.449167 1.178472 6.143834 0.0 0.0 0.0 0.373
H 4.079758 4.775829 0.928708 0.0 0.0 0.0 0.415
H -2.627197 0.761062 2.209767 0.0 0.0 0.0 -0.135
H -3.790337 4.391247 -0.265637 0.0 0.0 0.0 0.309
H -4.216033 -1.964216 1.646436 0.0 0.0 0.0 0.524
H -3.572059 -2.290984 -2.031507 0.0 0.0 0.0 -0.363
H -0.201544 -4.585915 1.841146 0.0 0.0 0.0 0.444
H 6.276341 -0.425699 2.952667 0.0 0.0 0.0 0.239
H -5.719234 -2.111607 -3.346110 0.0 0.0 0.0 0.320
H -1.755746 5.070607 -1.258151 0.0 0.0 0.0 0.394
H -2.651257 4.141495 -2.436521 0.0 0.0 0.0 0.547
H 3.290953 3.852322 4.741204 0.0 0.0 0.0 0.254
H 3.797845 -0.149808 5.985897 0.0 0.0 0.0 0.259
H -0.902259 4.288335 0.513308 0.0 0.0 0.0 0.301
H 3.786001 1.773744 -0.789533 0.0 0.0 0.0 -0.097
H -4.983199 -0.012726 -2.334076 0.0 0.0 0.0 0.217
H -6.616906 -2.564972 -1.903582 0.0 0.0 0.0 0.274
H -4.408431 2.333397 1.114048 0.0 0.0 0.0 0.527
H 4.789864 1.244286 5.526821 0.0 0.0 0.0 0.247
H 5.527106 -0.773169 4.520617 0.0 0.0 0.0 0.273
H 3.072024 4.464711 2.347827 0.0 0.0 0.0 0.281
H 3.615833 1.383422 6.844852 0.0 0.0 0.0 0.379
H 2.749618 -1.948609 4.689388 0.0 0.0 0.0 0.231
H 1.603595 3.825342 4.201844 -0.1 0.0 -0.1 0.303
H 2.528791 3.949433 0.744994 0.0 0.0 0.0 0.056
H 4.243372 -2.898299 0.945115 0.0 0.0 0.0 0.399
H -4.451072 -3.770902 -2.281597 0.0 0.0 0.0 0.485
H -1.926941 4.795592 1.864576 0.0 0.0 0.0 0.179
H 0.875505 -1.347539 -0.712930 -0.1 -0.1 0.1 0.511
H -3.879281 -3.998807 -0.024645 0.0 0.0 0.0 0.549
H 0.502116 -2.599465 -4.108826 0.0 0.0 0.0 0.402
H 0.051342 0.821502 4.446912 0.0 0.0 0.0 0.014
H 0.931825 -0.353948 5.398400 0.0 0.0 0.0 0.307
H -3.927832 3.550971 2.289422 0.0 0.0 0.0 0.329
H 3.382649 -1.543825 0.222626 -0.1 0.0 0.0 0.022
H 0.911759 -6.194253 0.264688 0.0 0.0 0.0 0.457
H 1.992278 3.580382 5.906734 0.0 0.0 0.0 0.382
H -2.355080 -5.659398 -6.809899 0.0 0.0 0.0 0.405
H 0.423778 3.718671 2.335364 0.0 0.0 0.0 0.079
H -0.328759 2.177301 1.919306 0.1 0.1 0.1 -0.217
H 3.190010 -3.286086 3.624139 0.0 0.0 0.0 0.398
H -4.123801 1.096640 3.084336 0.0 0.0 0.0 0.466
H 0.017800 -6.263049 -6.322638 0.0 0.0 0.0 0.363
H -0.905939 3.086591 3.304537 0.0 0.0 0.0 0.301
H 6.526258 1.781739 2.476506 0.0 0.0 0.0 0.298
H -2.630056 1.894709 3.551009 0.0 0.0 0.0 0.417
H 1.757557 -2.307788 3.276071 -0.1 0.0 -0.1 0.115
H -5.483836 -3.323297 0.110276 0.0 0.0 0.0 0.334
H 6.404279 3.508683 2.121684 0.0 0.0 0.0 0.396
H -3.660734 2.734153 -0.877540 0.0 0.0 0.0 0.227
H 5.406209 2.468342 -0.636638 0.0 0.0 0.0 0.394
H -6.726810 -0.137842 -2.105608 0.0 0.0 0.0 0.402
H 5.124699 -1.431908 0.503852 0.0 0.0 0.0 0.441
H 5.984393 -2.096243 3.438956 0.0 0.0 0.0 0.367
H 1.431087 -4.755581 -4.987280 0.0 0.0 0.0 0.432
H 5.109981 0.788533 -0.172328 0.0 0.0 0.0 0.195
```
Positions in Å, forces in eV/Å.

Calculated values
* total charge: -2
* energy relative to the best compared isomer or geometry (same formula, charge and spin): 50.6 kJ/mol
* E_LUMO: 3.6348 eV